Entry from the Open Molecules 2025 dataset: a structure of composition C16H41AsN6O9P3SeV (ωB97M-V/def2-TZVPD).

XYZ file:
```
78
Properties=species:S:1:pos:R:3:lowdin_charge:R:1
V -0.037 0.253 -0.593 0.7168
C 3.030 1.365 2.692 -0.0474
C 2.664 2.195 1.471 -0.5637
O 3.406 3.417 1.395 -0.0458
P 3.030 1.340 -0.095 0.5307
O 4.511 0.831 0.157 -0.0763
O 3.079 2.459 -1.201 -0.0769
O 2.128 0.228 -0.529 -0.3309
P 0.866 2.645 1.560 0.3726
O 0.755 3.898 0.566 -0.1040
O 0.475 2.944 2.942 -0.2430
O 0.149 1.520 0.818 -0.4097
H 4.093 1.120 2.697 0.0961
H 2.463 0.433 2.703 0.0579
H 2.769 1.928 3.587 0.1008
H 4.200 3.347 1.940 0.1215
H 5.013 0.555 -0.623 0.1153
H 3.388 3.312 -0.849 0.1102
H 0.953 4.728 1.022 0.1049
C -3.291 -2.878 0.630 -0.0154
N -3.298 -1.716 1.503 -0.1047
C -3.665 -1.714 2.834 -0.0192
C -3.594 -0.432 3.258 -0.0368
N -3.196 0.326 2.184 -0.0952
C -2.956 1.763 2.219 -0.0095
C -3.010 -0.463 1.120 -0.6119
Se -2.607 0.106 -0.624 0.8325
H -3.263 -3.772 1.248 0.1003
H -2.409 -2.832 -0.003 0.0514
H -4.187 -2.895 0.011 0.1056
H -3.950 -2.613 3.350 0.1329
H -3.758 0.004 4.227 0.1326
H -3.123 2.104 3.236 0.0997
H -3.641 2.263 1.537 0.0962
H -1.923 1.958 1.942 0.0546
N -0.953 3.999 -2.489 0.1036
C 0.145 3.675 -3.251 -0.0492
C 0.529 2.443 -2.828 -0.1417
N -0.321 2.017 -1.827 -0.0583
C -1.195 2.986 -1.646 -0.1903
H -1.488 4.850 -2.547 0.1707
H 0.542 4.333 -4.003 0.1271
H 1.358 1.843 -3.158 0.1098
H -1.996 2.976 -0.927 0.1137
C 0.589 -1.226 -5.007 -0.1422
P -0.550 -0.975 -3.652 0.6122
C -1.433 -2.506 -3.366 -0.1441
C -1.758 0.233 -4.191 -0.1520
O 0.233 -0.568 -2.407 -0.4799
H 0.051 -1.523 -5.907 0.0732
H 1.307 -2.004 -4.747 0.0638
H 1.127 -0.298 -5.205 0.0657
H -1.966 -2.826 -4.262 0.0745
H -2.149 -2.332 -2.560 0.0306
H -0.730 -3.286 -3.074 0.0568
H -2.275 -0.142 -5.075 0.0773
H -1.259 1.170 -4.436 0.0550
H -2.491 0.405 -3.403 0.0147
N -0.950 0.794 4.618 -0.0488
N -0.495 -0.161 3.655 -0.0564
H -0.464 0.696 5.504 0.0758
H -0.715 1.709 4.246 0.0297
H -0.853 -1.068 3.925 0.0606
H 0.520 -0.225 3.638 0.0387
C 0.401 -4.304 0.767 -0.1807
As 1.267 -2.648 0.374 1.0745
C 2.477 -2.275 1.805 -0.1692
C 2.256 -2.851 -1.256 -0.1711
O 0.043 -1.489 0.276 -0.5793
H 1.143 -5.098 0.848 0.0568
H -0.297 -4.538 -0.034 0.0435
H -0.138 -4.209 1.708 0.0505
H 3.114 -3.145 1.964 0.0604
H 1.904 -2.074 2.708 0.0432
H 3.089 -1.416 1.539 0.0218
H 3.277 -3.143 -1.013 0.0564
H 2.245 -1.896 -1.774 0.0141
H 1.794 -3.628 -1.863 0.0461
```

Values from the calculation:
* total charge: +2
* ΔE to the lowest compared entry with this formula, charge and spin: 0.0 kJ/mol
* <S²>: 2.010
* Kohn-Sham gap (alpha / beta): 8.375 / 9.045 eV
* LUMO level (alpha / beta): -0.1784 / -0.1551 Eh
* 2S+1: 3
* E_HOMO (alpha / beta): -13.23 / -13.26 eV
* E_tot: -8245.19284 hartree



Entry from the Open Molecules 2025 dataset: a structure of composition C16H41FN3O7PS in a non-equilibrium geometry (ωB97M-V/def2-TZVPD).

XYZ file:
```
70
Properties=species:S:1:pos:R:3:lowdin_charge:R:1
C -4.195 -6.527 1.275 -0.2985
P -3.865 -4.718 0.981 0.8925
C -2.863 -4.641 -0.596 -0.2647
N -5.369 -3.828 0.638 -0.3763
C -6.602 -4.613 0.890 -0.2428
C -7.873 -3.909 0.285 -0.2497
O -7.553 -3.327 -0.969 -0.0531
S -5.308 -2.375 1.557 0.6765
O -4.289 -2.361 2.628 -0.3460
O -5.025 -1.281 0.599 -0.3015
F -6.742 -2.038 2.243 -0.1716
H -4.757 -6.748 2.197 0.0384
H -4.757 -7.008 0.439 0.0385
H -3.243 -7.087 1.338 0.0458
H -1.922 -5.205 -0.492 0.0405
H -3.434 -5.029 -1.463 0.0395
H -2.649 -3.572 -0.784 0.0386
H -6.535 -5.571 0.345 0.1092
H -6.761 -4.839 1.965 0.1250
H -8.342 -3.202 0.988 0.1068
H -8.622 -4.702 0.083 0.1201
H -7.771 -2.399 -0.922 0.0849
C -0.483 -2.500 2.463 -0.1185
O -1.079 -1.564 1.585 -0.1976
C -1.953 -0.644 2.242 -0.2191
C -1.358 0.757 2.244 -0.2004
N -0.200 0.845 3.132 -0.0513
C 0.569 2.081 2.986 -0.1993
C 1.244 2.346 1.638 -0.2259
O 2.301 1.450 1.329 -0.1922
C 1.891 0.231 0.731 -0.0950
H 0.025 -3.250 1.856 0.0852
H 0.262 -2.021 3.108 0.0752
H -1.237 -2.999 3.077 0.0833
H -2.206 -0.974 3.252 0.1188
H -2.875 -0.624 1.663 0.0881
H -2.120 1.467 2.581 0.1247
H -1.091 1.001 1.209 0.1031
H 0.416 0.065 2.947 0.0643
H 1.352 2.050 3.749 0.1176
H -0.079 2.928 3.234 0.1164
H 1.709 3.335 1.703 0.1170
H 0.529 2.403 0.811 0.1101
H 0.998 0.351 0.114 0.0909
H 1.725 -0.535 1.492 0.0718
H 2.706 -0.119 0.094 0.0806
C 6.490 1.881 -4.075 -0.1162
O 5.132 1.813 -3.678 -0.1949
C 4.958 1.531 -2.290 -0.2100
C 4.407 2.744 -1.555 -0.2077
N 5.405 3.807 -1.462 -0.0494
C 4.867 5.086 -0.999 -0.1964
C 3.817 5.778 -1.874 -0.2262
O 4.311 6.243 -3.120 -0.1791
C 4.334 5.274 -4.154 -0.0994
H 6.517 1.931 -5.163 0.0880
H 6.975 2.779 -3.680 0.0764
H 7.042 0.993 -3.753 0.0866
H 5.881 1.169 -1.829 0.1222
H 4.219 0.728 -2.227 0.1152
H 4.111 2.445 -0.545 0.1148
H 3.513 3.078 -2.094 0.1046
H 5.821 3.950 -2.373 0.0643
H 5.718 5.765 -0.905 0.1176
H 4.459 4.951 0.008 0.1155
H 3.493 6.673 -1.335 0.1192
H 2.917 5.170 -2.015 0.1091
H 3.524 4.547 -4.060 0.0883
H 5.299 4.763 -4.182 0.0702
H 4.217 5.797 -5.105 0.0873
```

Values from the calculation:
* Kohn-Sham gap: 8.551 eV
* LUMO level: 0.0045 Eh
* E_HOMO: -8.43 eV
* E_tot: -2164.39411 hartree



Entry from the Open Molecules 2025 dataset: a structure of composition C16H43Br3ClN6O9P2 in a non-equilibrium geometry (ωB97M-V/def2-TZVPD).

XYZ file:
```
80
Properties=species:S:1:pos:R:3:lowdin_charge:R:1
Cl -0.793 0.117 0.922 0.5834
O -1.994 0.004 0.176 -0.3562
O -1.168 0.429 2.272 -0.3896
O -0.006 -1.052 0.891 -0.3685
O -0.157 1.233 0.277 -0.3617
C -0.343 -2.312 4.463 -1.5614
Br -1.315 -0.868 5.582 0.4750
Br -0.487 -3.974 5.254 0.5835
Br 1.559 -1.875 4.307 0.5317
H -0.737 -2.420 3.453 -0.0385
O -1.753 -4.024 -2.773 -0.3083
P -1.412 -4.938 -1.631 0.6525
N -1.103 -6.612 -2.051 -0.3114
C -0.096 -7.478 -1.409 -0.1222
C -2.088 -7.365 -2.813 -0.1390
N -2.672 -4.954 -0.413 -0.3092
C -3.325 -3.666 -0.043 -0.0844
C -2.910 -6.126 0.507 -0.0919
N -0.060 -4.403 -0.687 -0.2890
C -0.020 -4.388 0.826 -0.0717
C 0.895 -3.542 -1.312 -0.1616
H -0.549 -7.976 -0.552 0.0659
H 0.709 -6.903 -0.951 0.0664
H 0.381 -8.204 -2.068 0.0771
H -2.616 -8.061 -2.161 0.0670
H -1.652 -8.023 -3.564 0.0738
H -2.780 -6.676 -3.297 0.0802
H -2.596 -3.099 0.535 0.0565
H -3.578 -3.147 -0.968 0.0795
H -4.158 -3.816 0.643 0.0752
H -2.636 -6.968 -0.129 0.0451
H -2.339 -6.020 1.430 0.0616
H -3.964 -6.106 0.781 0.0709
H -0.062 -5.448 1.074 0.0614
H 0.997 -4.078 1.068 0.0811
H -0.796 -3.797 1.312 0.0544
H 1.062 -3.821 -2.352 0.0824
H 1.862 -3.727 -0.843 0.0729
H 0.787 -2.471 -1.142 0.0625
O -0.463 4.273 0.378 -0.2719
P 0.830 4.875 0.869 0.6122
N 0.802 6.608 0.911 -0.3171
C 1.065 7.187 -0.408 -0.1280
C -0.344 7.188 1.570 -0.1500
N 2.244 4.499 -0.003 -0.3213
C 2.230 3.260 -0.762 -0.0992
C 3.566 4.949 0.482 -0.0996
N 1.170 4.494 2.498 -0.3254
C 1.889 5.271 3.572 -0.0909
C 1.223 3.133 2.821 -0.1467
H 1.930 7.848 -0.374 0.0740
H 0.176 7.791 -0.592 0.0687
H 1.067 6.436 -1.198 0.0668
H -1.262 7.126 0.986 0.0779
H -0.192 8.262 1.676 0.0770
H -0.503 6.660 2.510 0.0763
H 2.841 3.364 -1.658 0.0817
H 2.604 2.583 0.006 0.0880
H 1.270 3.037 -1.226 0.0571
H 4.273 4.989 -0.347 0.0738
H 3.623 5.964 0.875 0.0743
H 3.889 4.164 1.166 0.0707
H 2.863 4.783 3.620 0.0673
H 1.985 6.327 3.320 0.0653
H 1.322 5.116 4.490 0.0752
H 2.243 2.848 2.567 0.0789
H 0.406 2.517 2.444 0.0725
H 1.179 3.062 3.907 0.0795
C -0.414 -0.796 -2.990 -0.0386
O 0.343 0.372 -3.211 0.0231
C -0.216 1.533 -3.123 -0.5973
O -1.372 1.717 -2.707 0.1068
O 0.725 2.441 -3.477 -0.0503
C 0.320 3.810 -3.596 -0.0468
H 0.194 -1.701 -2.984 0.0640
H -1.110 -0.976 -3.810 0.0993
H -1.005 -0.769 -2.075 0.0872
H -0.252 3.996 -2.687 0.0833
H -0.418 3.854 -4.396 0.0944
H 1.196 4.456 -3.659 0.0920
```

Values from the calculation:
* total charge: -1
* ΔE to the lowest compared entry with this formula, charge and spin: 38.9 kJ/mol
* Kohn-Sham gap: 7.723 eV
* LUMO level: 0.0738 Eh
* E_HOMO: -5.72 eV
* E_tot: -10505.89148 hartree



Entry from the Open Molecules 2025 dataset: a structure of composition C16H43ClEuO6Si2 in a non-equilibrium geometry (ωB97M-V/def2-TZVPD).

XYZ file:
```
69
Properties=species:S:1:pos:R:3:lowdin_charge:R:1
O 0.130 2.550 1.825 -0.1168
O -0.148 4.307 0.376 -0.1281
C -0.984 1.742 2.328 -0.1652
C -0.527 0.454 2.939 -0.0576
H -1.622 1.572 1.449 0.1200
H -1.544 2.356 3.045 0.1363
H 0.095 -0.135 2.253 0.0823
H -1.404 -0.144 3.195 0.1015
H 0.020 0.635 3.869 0.0876
C 1.446 2.527 2.505 -0.1640
C 1.568 3.690 3.440 -0.0401
H 2.176 2.579 1.689 0.1052
H 1.544 1.560 2.999 0.1136
H 1.409 4.638 2.917 0.0861
H 2.575 3.697 3.865 0.0984
H 0.854 3.613 4.262 0.0908
C 0.594 3.945 -0.831 -0.1719
C -1.578 4.531 0.129 -0.1853
C 2.046 3.669 -0.547 -0.0468
H 0.481 4.809 -1.495 0.1371
H 0.120 3.072 -1.303 0.1236
H 2.430 4.233 0.311 0.0945
H 2.625 3.974 -1.425 0.0988
H 2.244 2.596 -0.428 0.0749
C -2.065 5.723 0.911 -0.0483
H -2.128 3.627 0.428 0.1235
H -1.713 4.682 -0.952 0.1346
H -2.017 5.560 1.996 0.0872
H -3.110 5.898 0.648 0.0926
H -1.488 6.623 0.664 0.0935
H -0.032 3.471 1.191 0.0174
Eu 1.641 -2.415 -1.129 1.6981
C 0.095 -0.875 -1.282 -0.5021
Si -1.383 -0.654 -2.361 0.3571
H 0.702 0.060 -1.315 -0.0173
H -0.229 -0.942 -0.210 -0.0216
C -2.962 -0.490 -1.363 -0.1884
C -1.565 -2.103 -3.534 -0.1916
C -1.181 0.934 -3.347 -0.1892
C -0.197 -3.437 0.353 -0.3172
Si 0.140 -5.184 -0.101 0.3523
H -1.199 -3.011 0.177 -0.0060
H 0.161 -3.059 1.332 0.0013
C -0.650 -5.535 -1.779 -0.1879
C -0.506 -6.436 1.136 -0.1816
C 2.014 -5.415 -0.281 -0.2202
H -1.780 0.893 -4.267 0.0343
H -0.127 1.076 -3.627 0.0297
H -1.503 1.810 -2.767 0.0131
H -3.209 -1.414 -0.822 0.0283
H -3.799 -0.259 -2.038 0.0362
H -2.890 0.323 -0.624 0.0132
H -1.845 -3.037 -3.027 0.0094
H -0.632 -2.279 -4.094 0.0285
H -2.357 -1.853 -4.261 0.0384
H -1.355 -6.011 1.689 0.0331
H 0.267 -6.715 1.865 0.0332
H -0.851 -7.352 0.636 0.0340
H 2.625 -4.649 0.237 0.0106
H 2.332 -5.469 -1.337 0.0284
H 2.249 -6.385 0.183 0.0435
H -0.924 -6.600 -1.824 0.0358
H 0.032 -5.329 -2.618 0.0245
H -1.564 -4.942 -1.921 0.0172
O 4.123 -2.355 -0.509 -0.4257
Cl 3.735 -1.031 0.035 0.6636
O 4.813 -0.346 0.648 -0.2480
O 3.156 -0.274 -1.094 -0.4217
O 2.625 -1.294 0.988 -0.4208
```

Values from the calculation:
* total charge: +1
* ΔE to the lowest compared entry with this formula, charge and spin: 0.0 kJ/mol
* <S²>: 12.421
* Kohn-Sham gap (alpha / beta): 6.270 / 8.270 eV
* LUMO level (alpha / beta): -0.1407 / -0.0890 Eh
* 2S+1: 7
* E_HOMO (alpha / beta): -10.10 / -10.69 eV
* E_tot: -2835.78562 hartree



Entry from the Open Molecules 2025 dataset: a cluster of 6 separate species, C16H43IN4O3 in total in a non-equilibrium geometry (ωB97M-V/def2-TZVPD).

XYZ file:
```
67
Properties=species:S:1:pos:R:3:lowdin_charge:R:1
O -27.662 15.512 6.805 0.0720
H -28.637 15.305 6.709 0.0352
H -27.151 14.779 6.347 -0.1002
H -27.481 16.396 6.343 0.0912
I -26.313 12.709 5.481 -0.1295
O -29.798 16.561 8.228 0.0393
C -30.836 17.082 7.869 -0.5793
N -31.273 17.031 6.585 0.1653
C -31.726 17.801 8.855 -0.0076
H -30.641 16.454 6.043 0.0667
H -32.096 17.438 6.191 0.1034
H -31.224 18.569 9.439 0.0827
H -31.979 17.044 9.606 0.0874
H -32.683 18.166 8.485 0.0704
O -29.829 14.814 5.999 -0.0398
C -30.485 13.858 5.544 -0.5055
N -29.906 12.716 5.178 0.1924
C -31.924 14.050 5.208 0.0031
H -30.418 11.884 4.950 0.1164
H -28.924 12.616 5.446 -0.0673
H -32.060 14.449 4.200 0.0978
H -32.356 14.749 5.922 0.0735
H -32.511 13.130 5.166 0.0852
C -26.933 16.148 3.331 -0.0850
C -26.190 17.066 4.306 -0.2580
N -27.074 17.744 5.254 -0.2120
C -26.275 18.348 6.331 -0.2524
C -27.086 18.721 7.578 -0.0616
C -27.991 18.711 4.626 -0.2366
C -27.348 19.863 3.875 -0.0701
H -27.429 16.740 2.560 0.0665
H -27.559 15.393 3.800 0.0426
H -26.128 15.587 2.848 0.0770
H -25.483 16.369 4.775 0.1086
H -25.517 17.807 3.851 0.1192
H -25.488 17.666 6.660 0.0903
H -25.707 19.222 5.987 0.1097
H -27.508 17.860 8.104 0.0619
H -26.426 19.104 8.359 0.0748
H -27.898 19.398 7.323 0.0661
H -28.643 19.069 5.426 0.0995
H -28.644 18.170 3.941 0.1099
H -26.548 20.336 4.445 0.0680
H -28.001 20.629 3.469 0.0770
H -26.881 19.356 3.022 0.0700
C -22.658 18.486 8.232 -0.0981
C -22.154 17.313 7.429 -0.2626
N -21.969 16.120 8.254 -0.1931
C -21.460 15.037 7.426 -0.2820
C -20.020 15.177 6.919 -0.0928
C -23.040 15.695 9.159 -0.2307
C -24.234 15.024 8.456 -0.0803
H -22.526 19.407 7.658 0.0739
H -22.111 18.636 9.164 0.0824
H -23.719 18.383 8.462 0.0521
H -22.839 17.109 6.585 0.1096
H -21.208 17.556 6.942 0.1073
H -21.422 14.143 8.060 0.1159
H -22.133 14.775 6.599 0.1109
H -19.990 15.829 6.046 0.0605
H -19.352 15.552 7.698 0.0755
H -19.610 14.192 6.694 0.0675
H -23.369 16.619 9.631 0.0918
H -22.613 15.005 9.885 0.1105
H -23.947 14.309 7.685 0.0390
H -24.748 15.827 7.920 0.0483
H -24.899 14.475 9.120 0.0765
```

Values from the calculation:
* ΔE to the lowest compared entry with this formula, charge and spin: 0.0 kJ/mol
* Kohn-Sham gap: 7.829 eV
* LUMO level: 0.0120 Eh
* E_HOMO: -7.50 eV
* E_tot: -1377.88293 hartree



Entry from the Open Molecules 2025 dataset: a structure of composition C16H44BeN4O4 in a non-equilibrium geometry (ωB97M-V/def2-TZVPD).

XYZ file:
```
69
Properties=species:S:1:pos:R:3:lowdin_charge:R:1
Be -5.786 -9.610 -26.111 0.0817
C -2.147 -9.255 -26.573 -0.0133
C -3.343 -9.895 -25.968 -0.3827
C -3.272 -10.248 -24.533 -0.2009
O -4.306 -11.111 -24.226 -0.1896
C -4.290 -11.615 -22.899 -0.0413
N -4.306 -8.871 -25.888 0.0313
H -1.278 -9.874 -26.330 0.1108
H -1.877 -8.290 -26.190 0.0827
H -2.194 -9.361 -27.686 0.1010
H -3.565 -10.718 -26.696 0.1638
H -3.275 -9.379 -23.860 0.1330
H -2.353 -10.679 -24.266 0.1326
H -4.862 -12.537 -22.910 0.0974
H -4.752 -10.965 -22.235 0.0773
H -3.334 -11.947 -22.513 0.1114
H -3.991 -8.157 -26.608 0.1587
H -4.041 -8.331 -25.031 0.0907
C -7.109 -11.154 -29.069 -0.0271
C -5.783 -10.551 -28.730 -0.3645
C -5.072 -9.994 -30.015 -0.1525
O -3.946 -9.329 -29.529 -0.2171
C -3.054 -8.899 -30.519 -0.0742
N -5.988 -9.437 -27.811 0.0787
H -7.049 -11.854 -29.907 0.1126
H -7.692 -10.322 -29.403 0.0891
H -7.620 -11.691 -28.317 0.0647
H -5.203 -11.317 -28.286 0.1147
H -5.693 -9.385 -30.650 0.1420
H -4.770 -10.931 -30.544 0.1592
H -3.518 -8.232 -31.265 0.1148
H -2.592 -9.687 -31.121 0.1079
H -2.198 -8.474 -30.131 0.0661
H -6.716 -8.809 -28.195 0.1517
H -5.140 -8.829 -28.155 0.1499
C -8.969 -9.527 -25.921 0.0025
C -7.927 -9.704 -24.806 -0.3487
C -7.309 -11.087 -24.817 -0.1111
O -6.343 -11.097 -25.845 -0.2135
C -5.905 -12.456 -26.004 -0.0127
N -6.903 -8.732 -25.115 0.0740
H -9.712 -10.276 -25.766 0.0952
H -8.573 -9.645 -26.892 0.0591
H -9.530 -8.634 -25.818 0.0897
H -8.327 -9.454 -23.814 0.1706
H -8.039 -11.875 -24.989 0.1577
H -6.775 -11.250 -23.842 0.1471
H -6.554 -13.091 -26.695 0.1425
H -5.912 -12.951 -25.021 0.1076
H -4.887 -12.558 -26.373 0.1034
H -6.365 -8.675 -24.165 0.1812
H -7.509 -7.881 -24.994 0.1632
C -0.600 -5.219 -23.106 -0.0458
C -1.720 -6.225 -22.989 -0.3898
C -3.093 -5.737 -23.463 -0.1431
O -3.749 -6.726 -24.245 -0.2427
C -4.938 -6.165 -24.783 -0.0929
N -1.305 -7.347 -23.818 0.0384
H 0.037 -5.054 -22.235 0.0874
H -0.935 -4.186 -23.189 0.0746
H -0.044 -5.332 -24.026 0.0833
H -1.852 -6.682 -22.033 0.1277
H -3.118 -4.785 -23.964 0.1223
H -3.705 -5.555 -22.549 0.1464
H -5.483 -6.748 -25.523 0.0625
H -4.641 -5.316 -25.331 0.0901
H -5.704 -5.891 -24.045 0.1129
H -0.885 -8.002 -23.131 0.1112
H -2.089 -7.902 -24.041 -0.0108
```

Values from the calculation:
* total charge: +2
* ΔE to the lowest compared entry with this formula, charge and spin: 44.1 kJ/mol
* Kohn-Sham gap: 9.041 eV
* LUMO level: -0.1944 Eh
* E_HOMO: -14.33 eV
* E_tot: -1170.17883 hartree